C4H12N2O2 | ωB97M-V/def2-TZVPD

Last columns: bonded neighbours and bond lengths (Å).
Positions of all 20 atoms, in Å:
1 H 2.84 1.12 0.53  C6 1.088
2 H -0.87 -2.03 3.52  O8 0.958
3 H -0.09 1.24 0.85  C19 1.094
4 H -0.05 0.78 -1.75  C11 1.121
5 H -1.97 0.29 -2.45  N17 1.009
6 C 1.87 1.55 0.29  H1 1.088, H14 1.097, H18 1.092, C19 1.590
7 N 0.82 -1.00 -1.61  H9 1.000, C11 1.439, H15 1.005
8 O -0.71 -1.11 3.70  H2 0.958, H10 0.967
9 H 0.78 -1.94 -1.28  N7 1.000
10 H -0.89 -0.64 2.88  O8 0.967
11 C 0.09 0.04 -0.93  H4 1.121, N7 1.439, C12 1.539, C19 1.581
12 C -1.34 -0.47 -0.66  C11 1.539, O16 1.221, N17 1.387
13 H -3.24 -0.42 -1.47  N17 1.006
14 H 1.93 1.97 -0.72  C6 1.097
15 H 1.52 -0.71 -2.27  N7 1.005
16 O -1.64 -0.91 0.44  C12 1.221
17 N -2.26 -0.31 -1.69  H5 1.009, C12 1.387, H13 1.006
18 H 1.64 2.30 1.05  C6 1.092
19 C 0.65 0.55 0.46  H3 1.094, C6 1.590, C11 1.581, H20 1.096
20 H 0.93 -0.30 1.10  C19 1.096

spin multiplicity	2
highest occupied orbital energy (alpha / beta)	1.03 / -5.10	eV
charge	-1
gap between HOMO and LUMO (alpha / beta)	2.71 / 8.78	eV

---

C4H12N2O2 | ωB97M-V/def2-TZVPD

Last columns: bonded neighbours and bond lengths (Å).
Positions of all 20 atoms, in Å:
1 H -0.42 0.52 0.11  C13 1.137
2 H -0.42 0.01 -2.17  C14 1.093
3 H -3.27 -1.11 -2.09  C19 1.098
4 H 2.55 0.81 -0.18  N17 1.011
5 H -1.85 0.70 -3.08  C14 1.100
6 H 2.96 1.62 1.36  N17 1.008
7 H 1.31 -1.54 -0.96  N11 1.026
8 H -1.76 0.92 -1.44  C14 1.072
9 H -2.11 -1.38 -0.85  C19 1.094
10 O 1.18 0.07 2.49  C15 1.176
11 N 1.02 -0.56 -0.90  H7 1.026, C13 1.353
12 H -0.13 -1.14 0.72  C13 1.083
13 C 0.36 -0.29 0.25  H1 1.137, N11 1.353, H12 1.083, C15 1.632
14 C -1.50 0.18 -2.17  H2 1.093, H5 1.100, H8 1.072, C19 1.499
15 C 1.39 0.31 1.36  O10 1.176, C13 1.632, N17 1.350
16 H -2.46 0.85 1.23  O20 0.965
17 N 2.40 1.01 0.80  H4 1.011, H6 1.008, C15 1.350
18 H -1.85 -1.96 -2.54  C19 1.090
19 C -2.18 -1.13 -1.91  H3 1.098, H9 1.094, C14 1.499, H18 1.090
20 O -2.03 0.35 0.53  H16 0.965

highest occupied orbital energy	-9.00	eV
charge	0
gap between HOMO and LUMO	5.95	eV

---

C4H12N2O2 | ωB97M-V/def2-TZVPD

Last columns: bonded neighbours and bond lengths (Å).
Positions of all 20 atoms, in Å:
1 C 1.56 0.94 1.47  H3 1.083, H10 1.086, H11 1.089, C17 1.518
2 C -2.01 0.36 -1.68  H6 1.092, H16 1.093, O18 1.419, H20 1.088
3 H 0.65 0.70 2.01  C1 1.083
4 H -1.80 -1.52 -0.01  C14 1.086
5 H 1.99 -2.02 -1.08  N15 1.016
6 H -2.78 -0.41 -1.69  C2 1.092
7 N -1.80 0.45 0.71  C14 1.263, O18 1.353
8 H -1.56 -1.19 1.79  C14 1.078
9 H 0.55 1.50 -0.36  C17 1.089
10 H 2.35 0.26 1.79  C1 1.086
11 H 1.85 1.96 1.72  C1 1.089
12 H 1.56 -2.15 0.51  N15 1.025
13 O 0.88 -0.53 -0.41  N15 1.434, C17 1.476
14 C -1.69 -0.80 0.79  H4 1.086, N7 1.263, H8 1.078
15 N 1.91 -1.51 -0.21  H5 1.016, H12 1.025, O13 1.434
16 H -1.03 -0.09 -1.86  C2 1.093
17 C 1.33 0.82 -0.02  C1 1.518, H9 1.089, O13 1.476, H19 1.097
18 O -2.02 1.09 -0.46  C2 1.419, N7 1.353
19 H 2.25 1.02 -0.58  C17 1.097
20 H -2.22 1.11 -2.45  C2 1.088

highest occupied orbital energy	-9.37	eV
SMILES	C=NOC.CCON
charge	0
gap between HOMO and LUMO	10.27	eV

---

C4H12N2O2 | ωB97M-V/def2-TZVPD

Last columns: bonded neighbours and bond lengths (Å).
Positions of all 20 atoms, in Å:
1 O 2.82 0.46 2.82  H7 0.955, H19 0.939
2 O 1.89 -0.53 -0.13  C9 1.194
3 C -1.19 0.18 -0.93  H5 1.078, H13 1.067, C16 1.536, C18 1.599
4 H 0.48 -2.69 -1.83  N11 0.968
5 H -2.23 -0.12 -0.96  C3 1.078
6 H -0.35 -0.53 0.98  C16 1.171
7 H 2.28 0.26 2.06  O1 0.955
8 H 0.03 1.64 0.13  C18 1.057
9 C 0.96 -1.17 -0.52  O2 1.194, N11 1.393, C16 1.506
10 N -1.87 1.85 0.82  H15 0.930, C18 1.473, H20 1.013
11 N 1.16 -2.04 -1.58  H4 0.968, C9 1.393, H14 0.946
12 H -1.18 -1.88 0.03  C16 1.220
13 H -0.92 0.18 -1.97  C3 1.067
14 H 1.77 -1.91 -2.29  N11 0.946
15 H -1.88 1.17 1.46  N10 0.930
16 C -0.47 -0.90 -0.12  C3 1.536, H6 1.171, C9 1.506, H12 1.220
17 H -0.98 2.44 -1.02  C18 1.095
18 C -0.94 1.63 -0.30  C3 1.599, H8 1.057, N10 1.473, H17 1.095
19 H 3.43 -0.25 2.73  O1 0.939
20 H -2.80 2.22 0.62  N10 1.013

highest occupied orbital energy	-8.96	eV
SMILES	NCCCC(N)=O.O
charge	0
gap between HOMO and LUMO	9.70	eV

---

C4H12N2O2 | ωB97M-V/def2-TZVPD

Last columns: bonded neighbours and bond lengths (Å).
Positions of all 20 atoms, in Å:
1 H 2.01 -0.65 -0.37  N10 1.007
2 C -0.54 0.16 -1.40  N5 1.516, H15 1.095, H17 1.096, C18 1.494
3 H -2.80 -0.24 2.41  C8 1.113
4 H 1.40 1.06 -1.90  C18 1.094
5 N -0.46 0.81 -0.03  C2 1.516, C13 1.460, H20 1.024
6 O -0.90 -0.71 2.31  C8 1.208
7 H -1.81 1.84 1.09  C13 1.100
8 C -1.85 -0.13 1.85  H3 1.113, O6 1.208, C13 1.511
9 H 0.80 -0.11 -3.03  C18 1.092
10 N 1.70 -0.86 -1.31  H1 1.007, H11 1.001, C18 1.456
11 H 2.17 -1.55 -1.86  N10 1.001
12 H -2.57 0.74 -0.02  C13 1.094
13 C -1.74 0.82 0.68  N5 1.460, H7 1.100, C8 1.511, H12 1.094
14 O 2.10 -0.38 1.76  H16 0.947, H19 0.973
15 H -1.06 -0.80 -1.39  C2 1.095
16 H 2.06 0.08 2.59  O14 0.947
17 H -1.25 0.88 -1.84  C2 1.096
18 C 0.84 0.12 -1.97  C2 1.494, H4 1.094, H9 1.092, N10 1.456
19 H 1.76 -1.28 1.91  O14 0.973
20 H 0.16 0.21 0.52  N5 1.024

highest occupied orbital energy	-8.46	eV
SMILES	NCCNCC=O.O
charge	0
gap between HOMO and LUMO	9.36	eV

---

C4H12N2O2 | ωB97M-V/def2-TZVPD

Last columns: bonded neighbours and bond lengths (Å).
Positions of all 20 atoms, in Å:
1 H 0.36 0.66 -1.87  C3 1.141
2 H -2.74 1.26 -0.04  C8 1.113
3 C 0.12 0.26 -0.83  H1 1.141, N5 1.443, C13 1.628, H16 1.111
4 H 0.83 0.78 2.01  O17 0.985
5 N -1.25 -0.15 -0.68  C3 1.443, C8 1.435, H20 0.973
6 H 3.19 -0.04 1.05  C15 1.112
7 H 2.84 -1.07 2.49  C15 1.202
8 C -2.13 0.97 -0.92  H2 1.113, N5 1.435, O12 1.394, H18 1.015
9 H 0.50 -1.44 1.46  N19 1.063
10 H -3.06 0.52 -2.63  O12 1.007
11 H 0.49 -1.74 -0.97  C13 1.144
12 O -3.24 0.53 -1.64  C8 1.394, H10 1.007
13 C 1.13 -0.96 -0.43  C3 1.628, H11 1.144, H14 1.114, N19 1.458
14 H 2.13 -0.80 -0.89  C13 1.114
15 C 2.32 -0.44 1.61  H6 1.112, H7 1.202, O17 1.436, N19 1.390
16 H 0.40 1.06 -0.10  C3 1.111
17 O 1.82 0.84 2.04  H4 0.985, C15 1.436
18 H -1.75 1.85 -1.25  C8 1.015
19 N 1.43 -1.28 0.96  H9 1.063, C13 1.458, C15 1.390
20 H -1.61 -1.02 -0.89  N5 0.973

highest occupied orbital energy	-8.87	eV
SMILES	OCNCCNCO
charge	0
gap between HOMO and LUMO	9.67	eV

---

C4H12N2O2 | ωB97M-V/def2-TZVPD

Last columns: bonded neighbours and bond lengths (Å).
Positions of all 20 atoms, in Å:
1 H -2.73 0.25 0.00  C5 1.096
2 H 2.23 -0.68 0.37  O4 0.965
3 N -0.20 0.61 -1.06  H7 0.981, C16 1.465, C17 1.416
4 O 1.55 -1.16 0.87  H2 0.965, C18 1.453
5 C -1.86 0.41 0.64  H1 1.096, N8 1.491, H14 1.087, C16 1.529
6 H -2.60 0.56 2.57  N8 1.005
7 H 0.03 1.51 -0.75  N3 0.981
8 N -2.25 -0.15 1.96  C5 1.491, H6 1.005, H9 1.007
9 H -2.90 -0.91 1.87  N8 1.007
10 H -0.70 -1.24 -0.18  C16 1.058
11 H 0.62 0.41 -3.04  C17 1.091
12 H 0.14 -0.60 2.12  C18 1.087
13 H 2.64 -0.07 -1.21  O15 0.964
14 H -1.86 1.49 0.78  C5 1.087
15 O 2.11 0.56 -1.71  H13 0.964, C17 1.446
16 C -0.58 -0.22 0.08  N3 1.465, C5 1.529, H10 1.058, C18 1.530
17 C 0.76 0.13 -1.99  N3 1.416, H11 1.091, O15 1.446, H20 1.068
18 C 0.49 -0.21 1.17  O4 1.453, H12 1.087, C16 1.530, H19 1.098
19 H 0.86 0.78 1.47  C18 1.098
20 H 0.78 -0.93 -2.02  C17 1.068

highest occupied orbital energy	-8.86	eV
SMILES	NC[C@H](CO)NCO
charge	0
gap between HOMO and LUMO	9.70	eV

---

C4H12N2O2 | ωB97M-V/def2-TZVPD

Last columns: bonded neighbours and bond lengths (Å).
Positions of all 20 atoms, in Å:
1 H -2.34 0.40 -0.29  C10 1.094
2 H -1.33 1.38 -2.52  C13 1.087
3 H 1.57 -0.18 -1.41  C11 1.087
4 H 0.81 0.05 2.68  O18 0.967
5 N 0.24 -2.30 -0.29  H6 1.010, H14 1.009, C20 1.350
6 H 0.11 -3.14 0.25  N5 1.010
7 H 1.41 0.78 0.06  C11 1.102
8 O 1.59 -1.42 1.30  C20 1.220
9 N -0.39 0.31 -1.02  C10 1.450, C11 1.453, C13 1.458
10 C -1.32 0.61 0.05  H1 1.094, N9 1.450, H12 1.093, H17 1.095
11 C 0.94 -0.02 -0.54  H3 1.087, H7 1.102, N9 1.453, C20 1.508
12 H -1.24 1.63 0.44  C10 1.093
13 C -0.37 1.37 -2.02  H2 1.087, N9 1.458, H15 1.097, H16 1.088
14 H -0.42 -2.08 -1.02  N5 1.009
15 H -0.12 2.34 -1.57  C13 1.097
16 H 0.41 1.15 -2.75  C13 1.088
17 H -1.16 -0.09 0.88  C10 1.095
18 O 0.14 0.31 3.32  H4 0.967, H19 0.964
19 H 0.54 0.16 4.18  O18 0.964
20 C 0.95 -1.29 0.26  N5 1.350, O8 1.220, C11 1.508

highest occupied orbital energy	-9.05	eV
SMILES	CN(C)CC(N)=O.O
charge	0
gap between HOMO and LUMO	9.93	eV

---

C4H12N2O2 | ωB97M-V/def2-TZVPD

Last columns: bonded neighbours and bond lengths (Å).
Positions of all 20 atoms, in Å:
1 H 2.73 -0.02 -0.65  C13 1.086
2 H -2.32 -2.26 0.93  O3 0.966
3 O -1.96 -2.62 0.11  H2 0.966, H9 0.970
4 H 1.77 1.03 1.04  C10 1.078
5 H 1.16 -1.06 -0.91  C13 1.085
6 H 0.83 1.15 -2.40  N11 1.016
7 H -1.10 1.20 -1.17  C8 1.095
8 C -1.32 0.63 -0.27  H7 1.095, O15 1.199, N17 1.413
9 H -2.12 -1.88 -0.49  O3 0.970
10 C 1.09 0.86 0.23  H4 1.078, C13 1.544, N17 1.424, H19 1.099
11 N 1.64 0.57 -2.17  H6 1.016, C13 1.485, H18 1.015
12 H -1.02 0.87 2.59  C16 1.094
13 C 1.66 -0.09 -0.84  H1 1.086, H5 1.085, C10 1.544, N11 1.485
14 H -1.13 -0.77 2.03  C16 1.088
15 O -2.37 0.08 -0.08  C8 1.199
16 C -0.51 0.12 1.98  H12 1.094, H14 1.088, N17 1.433, H20 1.088
17 N -0.22 0.48 0.62  C8 1.413, C10 1.424, C16 1.433
18 H 1.75 -0.12 -2.90  N11 1.015
19 H 1.02 1.89 -0.18  C10 1.099
20 H 0.41 -0.08 2.52  C16 1.088

spin multiplicity	2
highest occupied orbital energy (alpha / beta)	-14.31 / -13.82	eV
charge	+1
gap between HOMO and LUMO (alpha / beta)	10.08 / 4.96	eV

---

C4H12N2O2S | ωB97M-V/def2-TZVPD

Last columns: bonded neighbours and bond lengths (Å).
Positions of all 21 atoms, in Å:
1 H 1.06 -1.49 1.73  C5 1.065
2 H -3.20 1.31 1.32  C6 1.105
3 H 0.43 -3.03 1.25  C5 1.112
4 H -0.85 1.19 0.81  N20 0.994
5 C 0.14 -2.00 1.55  H1 1.065, H3 1.112, S13 1.684
6 C -2.67 0.45 0.88  H2 1.105, H17 1.159, H18 1.130, N20 1.408
7 N 0.53 0.17 -0.75  O8 1.455, C12 1.439, S13 1.992
8 O 1.97 0.07 -0.57  N7 1.455, C21 1.398
9 H 3.50 0.75 0.40  C21 1.035
10 H 2.42 2.10 -0.19  C21 1.132
11 H 1.06 0.99 -2.53  C12 1.083
12 C 0.37 0.24 -2.18  N7 1.439, H11 1.083, H14 1.169, H15 1.103
13 S -0.58 -1.06 0.36  C5 1.684, N7 1.992, O19 1.463, N20 1.713
14 H 0.78 -0.71 -2.72  C12 1.169
15 H -0.69 0.37 -2.45  C12 1.103
16 H 2.08 1.10 1.22  C21 1.065
17 H -3.10 -0.53 1.33  C6 1.159
18 H -2.94 0.42 -0.22  C6 1.130
19 O -1.52 -1.72 -0.56  S13 1.463
20 N -1.29 0.33 1.07  H4 0.994, C6 1.408, S13 1.713
21 C 2.52 1.06 0.25  O8 1.398, H9 1.035, H10 1.132, H16 1.065

highest occupied orbital energy	-8.39	eV
SMILES	C=[S@@](=O)(NC)N(C)OC
charge	0
gap between HOMO and LUMO	9.15	eV

---

C4H12N2O3 | ωB97M-V/def2-TZVPD

Last columns: bonded neighbours and bond lengths (Å).
Positions of all 21 atoms, in Å:
1 H 1.92 0.14 1.72  O11 0.966
2 C -1.37 -0.03 0.35  C4 1.531, H6 1.094, H7 1.091, C16 1.532
3 H 0.13 -2.28 -0.79  N12 1.002
4 C -1.01 1.22 1.16  C2 1.531, H5 1.085, O17 1.425, H18 1.095
5 H -0.94 1.01 2.22  C4 1.085
6 H -2.43 -0.22 0.53  C2 1.094
7 H -0.88 -0.90 0.79  C2 1.091
8 H 1.82 -2.48 -0.88  N12 0.995
9 H 2.68 -1.05 1.28  O11 0.960
10 H -1.61 0.85 -1.62  C16 1.089
11 O 2.36 -0.64 2.08  H1 0.966, H9 0.960
12 N 1.03 -1.88 -0.98  H3 1.002, H8 0.995, C21 1.359
13 O 2.55 -0.23 -1.16  C21 1.226
14 N 0.38 0.32 -1.42  C16 1.453, H20 1.004, C21 1.361
15 H -1.33 -0.88 -1.59  C16 1.092
16 C -1.02 0.07 -1.14  C2 1.532, H10 1.089, N14 1.453, H15 1.092
17 O -2.04 2.21 1.09  C4 1.425, H19 0.962
18 H -0.05 1.61 0.79  C4 1.095
19 H -2.22 2.45 0.18  O17 0.962
20 H 0.64 1.29 -1.42  N14 1.004
21 C 1.38 -0.58 -1.19  N12 1.359, O13 1.226, N14 1.361

highest occupied orbital energy	-10.00	eV
SMILES	NC(=O)NCCCO.O
charge	0
gap between HOMO and LUMO	10.50	eV

---

C4H12N2O3S | ωB97M-V/def2-TZVPD

Last columns: bonded neighbours and bond lengths (Å).
Positions of all 22 atoms, in Å:
1 H 1.70 -1.06 -1.58  C7 1.047
2 O -3.04 -0.87 0.02  S15 1.446
3 O -0.70 -1.94 -0.82  N6 1.408, H10 0.936
4 H -2.92 0.98 -1.73  N12 0.984
5 H 2.89 -0.57 -0.33  C7 1.131
6 N -0.57 -0.59 -0.44  O3 1.408, C14 1.511, S15 1.649
7 C 1.86 -0.98 -0.54  H1 1.047, H5 1.131, H11 1.043, C14 1.544
8 H 0.43 0.57 2.25  C21 1.127
9 H 0.76 -1.18 2.19  C21 1.105
10 H -1.07 -2.44 -0.12  O3 0.936
11 H 1.94 -1.95 -0.16  C7 1.043
12 N -2.17 1.23 -1.14  H4 0.984, S15 1.628, H20 0.966
13 O -1.96 0.98 1.23  S15 1.472
14 C 0.75 -0.16 0.16  N6 1.511, C7 1.544, C19 1.517, C21 1.546
15 S -1.98 0.12 0.03  O2 1.446, N6 1.649, N12 1.628, O13 1.472
16 H -0.12 1.62 -0.47  C19 1.011
17 H 1.96 0.09 1.87  C21 1.035
18 H 1.28 1.28 -1.40  C19 1.143
19 C 0.82 1.27 -0.35  C14 1.517, H16 1.011, H18 1.143, H22 1.094
20 H -2.41 2.02 -0.63  N12 0.966
21 C 0.99 -0.22 1.68  H8 1.127, H9 1.105, C14 1.546, H17 1.035
22 H 1.54 1.80 0.28  C19 1.094

spin multiplicity	3
highest occupied orbital energy (alpha / beta)	-4.19 / -10.93	eV
charge	0
gap between HOMO and LUMO (alpha / beta)	4.81 / 7.81	eV

---

| no. | E (eV) |
| --- | --- |
| 1 | -11416.770 |
| 2 | -11411.933 |
| 3 | -11413.404 |
| 4 | -11417.126 |
| 5 | -11416.676 |
| 6 | -11415.324 |
| 7 | -11416.550 |
| 8 | -11418.178 |
| 9 | -11407.915 |
| 10 | -22246.340 |
| 11 | -13465.902 |
| 12 | -24291.636 |